Entry from the OMol25 dataset: a 20-piece molecular cluster, C80H160O40S20 overall in a non-equilibrium geometry (ωB97M-V/def2-TZVPD).

Geometry as XYZ:
```
300
Properties=species:S:1:pos:R:3:forces:R:3
C -6.607891 4.486662 2.939539 0.779 0.563 1.397
C -6.667850 4.636338 4.504924 -0.932 0.001 -0.691
C -6.157952 3.361210 5.114902 -0.752 -1.565 0.791
S -5.478595 2.269115 3.756616 -0.647 0.161 1.799
O -6.448321 1.231211 3.260138 2.447 2.740 0.919
O -4.144481 1.936778 4.251911 -0.528 -0.812 -0.904
C -5.299088 3.702452 2.670174 -1.961 -0.706 -0.848
H -6.625704 5.509419 2.563051 0.175 -0.259 -0.550
H -7.532725 3.977692 2.668017 0.348 -0.217 -0.456
H -7.731947 4.762763 4.704437 0.037 0.043 0.372
H -6.183707 5.521550 4.917378 0.327 -0.071 -0.366
H -6.924997 2.796336 5.644667 -0.433 -0.161 -0.471
H -5.457097 3.461532 5.943668 0.755 0.088 -0.675
H -5.268245 3.209689 1.698411 0.388 0.594 -0.300
H -4.428759 4.297845 2.946085 0.097 -0.433 -0.103
C -0.475198 -4.668957 -0.255968 1.291 2.318 1.411
C 0.193629 -3.489902 0.559338 -1.580 0.182 0.178
C 1.682270 -3.512287 0.390802 0.028 -1.055 -0.230
S 2.095352 -5.287250 0.555901 -2.625 1.135 -0.720
O 2.264201 -5.609184 1.948241 0.548 -0.153 0.383
O 3.024486 -5.687614 -0.459616 0.645 -0.269 -0.032
C 0.373918 -5.834856 0.099329 0.977 -1.563 -0.641
H -0.307418 -4.344354 -1.282894 -0.428 -0.502 -0.312
H -1.529567 -4.702698 0.018405 0.154 -0.373 -0.196
H -0.093465 -3.538602 1.609723 -0.072 -0.101 0.057
H -0.240948 -2.582205 0.140617 0.167 0.305 0.199
H 2.268607 -2.961495 1.126294 -0.002 0.111 -0.376
H 1.865486 -3.275637 -0.657309 0.724 0.227 0.128
H 0.088153 -6.450112 0.952511 -0.384 0.205 -0.140
H 0.475897 -6.436834 -0.803621 0.299 -0.507 0.290
C -6.336212 -1.952070 -1.863832 -2.013 0.127 0.103
C -5.027626 -1.276474 -1.665160 1.470 0.247 -0.413
C -4.187991 -1.425421 -2.987582 -0.569 0.311 0.375
S -5.447213 -1.380072 -4.308727 -0.092 -0.005 -2.981
O -5.349137 -2.497766 -5.280407 0.003 1.316 2.003
O -5.402978 -0.035372 -4.944260 -0.102 -1.527 1.421
C -6.956252 -1.458634 -3.217359 1.742 -0.537 0.232
H -7.016505 -1.692923 -1.052561 -0.121 0.453 0.045
H -6.302854 -3.030379 -1.708138 0.271 -0.209 -0.989
H -4.475684 -1.656549 -0.805513 0.082 -0.268 -0.107
H -5.222028 -0.239063 -1.392978 0.240 0.222 -0.437
H -3.581047 -2.325476 -3.085772 -0.494 -0.354 0.209
H -3.491302 -0.613471 -3.196066 -0.253 0.241 0.067
H -7.793992 -2.060517 -3.569542 0.445 -0.056 -0.364
H -7.186711 -0.396366 -3.298442 -0.351 0.001 0.748
C 3.665082 -2.288128 4.496765 0.319 -0.903 -0.469
C 2.273901 -2.888930 4.608272 -1.370 0.488 1.689
C 2.181114 -3.831881 5.821627 1.629 -0.721 0.420
S 3.379763 -3.104283 7.108883 0.306 -0.842 -3.172
O 4.370887 -4.101407 7.422314 -0.155 0.035 0.511
O 2.644332 -2.401163 8.118342 -0.159 0.125 0.323
C 4.105868 -1.897902 5.893844 -0.487 0.704 0.950
H 3.599268 -1.494464 3.752537 0.149 0.467 0.386
H 4.404556 -2.962682 4.065197 -0.052 -0.395 0.089
H 1.809424 -3.319136 3.720982 0.309 0.009 -0.032
H 1.696123 -2.025056 4.936891 -0.611 0.197 -0.486
H 2.562169 -4.802222 5.503299 0.704 -0.049 0.239
H 1.282894 -4.141097 6.356141 -0.519 1.059 -0.333
H 5.178025 -1.733921 6.001948 -0.027 -0.546 0.219
H 3.647395 -0.995047 6.297265 -0.133 0.362 -0.469
C -1.123398 3.676424 3.736736 0.173 -0.068 -0.057
C -0.780267 4.419034 2.409154 -0.040 0.549 0.563
C 0.511173 3.879214 1.859951 0.322 -0.243 0.502
S 1.636980 3.672258 3.360052 -1.829 -0.661 0.781
O 2.351258 4.870001 3.793559 -0.352 -0.733 -0.973
O 2.361535 2.403284 3.235275 -0.313 1.090 0.080
C 0.136988 3.465951 4.592181 1.763 -0.194 -1.298
H -1.569382 2.715473 3.480245 0.138 -0.175 0.012
H -1.910865 4.187794 4.290354 0.153 0.178 0.022
H -0.689690 5.493554 2.568218 -0.161 0.097 0.118
H -1.539122 4.227033 1.650618 -0.209 0.176 0.176
H 0.967980 4.452692 1.053389 0.046 0.108 0.372
H 0.222271 2.910969 1.451125 0.868 -0.410 0.180
H 0.384569 4.130010 5.420325 -0.383 0.419 -0.312
H 0.334015 2.461940 4.967996 -0.454 -0.187 -0.152
C -4.932730 3.164563 -3.012762 -1.775 0.066 0.078
C -3.497757 3.389757 -3.448774 -0.586 1.885 0.922
C -2.647996 2.673787 -2.391712 -0.457 -1.137 -1.225
S -3.512698 2.622453 -0.802139 -1.335 2.957 -0.190
O -3.047801 3.786058 -0.019505 -0.123 -1.478 -0.370
O -3.637011 1.324504 -0.184859 0.793 -0.174 -0.047
C -5.175844 3.059670 -1.465308 1.488 -0.563 -1.236
H -5.272020 2.322972 -3.616675 -0.444 -0.432 0.690
H -5.584655 3.993365 -3.288770 0.181 0.048 -0.509
H -3.396105 4.471193 -3.539722 0.767 0.095 0.395
H -3.433360 3.062032 -4.486344 0.628 -0.576 0.255
H -1.585841 2.907834 -2.319920 -0.244 -0.017 0.265
H -2.821610 1.656404 -2.742259 0.816 -0.559 0.309
H -5.447723 4.035169 -1.062093 0.012 -0.228 0.173
H -5.878022 2.262849 -1.220134 0.073 0.199 0.205
C -0.772413 -7.985235 4.669061 -0.390 0.297 -0.285
C -1.917368 -7.515938 5.613758 0.094 1.178 -0.179
C -2.700769 -6.377346 4.900800 1.808 0.189 -0.990
S -1.319149 -5.470774 3.986884 0.925 0.488 0.647
O -0.996168 -4.205132 4.655079 -0.408 -0.953 -0.174
O -1.576021 -5.374606 2.561835 -0.167 -0.475 0.383
C 0.069289 -6.692354 4.335954 -1.786 -0.157 0.843
H -1.252046 -8.422795 3.793512 0.281 0.088 -0.350
H -0.216005 -8.791357 5.147275 0.279 0.266 -0.029
H -1.397785 -7.114998 6.484031 -0.357 0.037 0.336
H -2.657568 -8.250627 5.930666 0.441 -0.343 -0.093
H -3.202379 -5.596922 5.473013 0.082 -0.309 0.230
H -3.346492 -6.777812 4.119274 -0.062 0.101 0.021
H 0.541300 -6.355007 5.258720 -0.249 0.175 0.173
H 0.863619 -6.609465 3.594158 -0.522 -0.466 -0.535
C -2.578346 -6.080234 -6.738695 1.035 -0.409 -0.239
C -2.543884 -7.335616 -5.838506 -0.008 0.075 -0.678
C -2.721255 -6.959952 -4.368497 -0.352 0.690 0.220
S -3.152020 -5.169889 -4.371889 -0.277 0.413 -0.303
O -1.919745 -4.383648 -4.159955 -1.365 -0.873 0.000
O -4.341688 -4.957532 -3.547498 1.397 0.073 -0.465
C -3.585948 -5.149683 -6.156715 -1.026 -0.125 0.439
H -2.712074 -6.384139 -7.776892 -0.587 0.120 0.042
H -1.602030 -5.596684 -6.771566 0.205 0.083 0.296
H -1.674926 -7.925354 -6.130426 0.051 -0.097 0.548
H -3.433856 -7.920213 -6.071481 0.124 -0.147 -0.287
H -1.915705 -7.065857 -3.641878 0.228 -0.071 -0.360
H -3.599564 -7.485287 -3.993390 0.093 0.254 0.290
H -3.782626 -4.197823 -6.650030 0.681 0.346 0.520
H -4.572717 -5.612692 -6.152597 -0.156 -0.241 0.114
C -1.369350 -0.052770 -5.490778 -0.552 1.591 -0.655
C -1.271306 -1.530987 -5.272757 -2.171 -0.817 1.400
C -0.770689 -2.167839 -6.483067 2.437 0.363 -2.504
S -1.319853 -1.174636 -7.997968 -0.655 1.490 1.361
O -2.445693 -1.766028 -8.714358 1.153 -0.102 0.398
O -0.156068 -0.650304 -8.720758 -1.065 -0.989 0.763
C -2.053154 0.183477 -6.872754 1.341 -1.272 -0.878
H -0.399491 0.426817 -5.358655 0.436 -0.109 -0.848
H -1.893258 0.528172 -4.731740 -0.618 -0.569 0.236
H -2.249514 -1.980719 -5.102605 -0.319 0.303 0.511
H -0.634992 -1.819112 -4.435985 -0.095 0.173 0.167
H -0.775817 -3.247915 -6.629706 -0.578 0.143 0.118
H 0.273608 -1.861671 -6.421301 0.556 -0.347 -0.838
H -3.111141 -0.071396 -6.934354 -0.038 0.088 0.530
H -1.871563 1.116053 -7.407000 0.143 0.087 0.352
C -6.128124 -1.769428 1.865045 -0.063 1.345 -0.882
C -4.706812 -2.047147 2.413548 -0.832 -0.441 -0.017
C -4.878682 -3.147131 3.419887 0.036 -0.876 0.676
S -6.356814 -4.153789 2.864953 -0.241 2.848 -0.397
O -7.389835 -3.924576 3.839697 -0.026 -0.352 0.304
O -6.104103 -5.447708 2.345062 0.765 -1.724 0.071
C -6.714426 -3.082539 1.442060 1.030 -1.203 -0.493
H -5.904762 -1.108514 1.027545 -0.683 0.123 -0.271
H -6.893038 -1.286561 2.473187 0.741 0.353 0.621
H -4.170362 -1.197691 2.836322 -0.380 0.147 0.068
H -4.111489 -2.413041 1.576997 0.065 -0.010 -0.205
H -5.124370 -2.706006 4.385873 -0.284 -0.275 0.014
H -3.987388 -3.761696 3.546428 -0.136 -0.242 -0.131
H -7.736050 -3.244542 1.098359 -0.268 0.628 0.683
H -6.141794 -3.482586 0.605298 0.399 -0.283 0.087
C 2.997662 3.918508 7.681453 -1.014 0.587 -0.720
C 3.864814 4.324966 8.841260 2.376 -0.757 0.860
C 5.155121 3.422635 8.833648 0.222 0.929 -1.665
S 5.001657 2.468447 7.231369 1.291 -0.718 0.522
O 4.328360 1.218182 7.486591 -0.025 -0.226 0.042
O 6.288428 2.449097 6.542721 -0.862 0.151 0.480
C 3.831434 3.524231 6.391122 0.340 0.389 2.849
H 2.381767 4.803928 7.523976 -0.405 -0.300 -0.558
H 2.373678 3.106135 8.054010 -0.118 -0.192 -0.624
H 3.408264 4.224506 9.825923 -0.452 0.079 -0.296
H 4.215917 5.351646 8.737574 -0.161 0.045 0.006
H 5.490552 2.860626 9.705269 -0.830 -0.573 -0.222
H 6.023615 4.050879 8.635811 0.026 0.100 -0.185
H 3.317371 2.961759 5.611718 0.196 0.228 0.075
H 4.489681 4.341635 6.096722 -0.573 0.244 -0.603
C -3.669861 7.874075 -2.183306 -2.610 -0.145 1.016
C -2.859413 6.664275 -1.673475 0.300 1.533 0.244
C -1.934669 7.162965 -0.491250 -0.143 0.808 -0.971
S -2.015324 9.061054 -0.557520 0.403 0.615 0.070
O -0.695616 9.689592 -0.727324 -1.565 -1.100 0.341
O -2.898431 9.515721 0.512262 0.755 -0.558 -0.484
C -2.958938 9.188745 -2.093811 1.762 -1.108 -0.583
H -4.554378 8.034207 -1.566796 -0.227 -0.429 0.453
H -4.138754 7.657504 -3.143169 0.544 0.145 -0.345
H -2.291872 6.407319 -2.567884 0.580 -0.535 0.413
H -3.536925 5.848622 -1.420918 0.311 0.070 0.182
H -0.900221 6.851534 -0.636278 -0.007 0.224 -0.028
H -2.203179 6.963412 0.546138 -0.454 -0.274 -0.270
H -2.182063 9.108035 -2.854101 0.165 0.889 -0.203
H -3.564756 10.093552 -2.142846 0.215 -0.183 0.111
C 2.757943 -0.560039 -5.062748 -0.629 -0.445 1.279
C 2.616750 0.870495 -4.554123 0.717 0.814 0.699
C 3.859200 1.577424 -5.018634 -0.039 0.604 -1.081
S 3.990852 1.088888 -6.732548 2.461 -0.293 0.723
O 5.387858 0.802782 -6.957553 0.280 -0.064 -0.432
O 3.366211 2.020442 -7.622918 -1.001 -0.071 0.023
C 3.212535 -0.503515 -6.470609 -0.656 -0.686 -2.570
H 1.764165 -0.991524 -4.943038 0.099 -0.535 -0.135
H 3.486262 -1.181014 -4.541166 -0.213 0.318 0.651
H 2.736330 1.071644 -3.489544 -1.001 -0.795 0.379
H 1.687669 1.287181 -4.943083 0.039 0.264 0.094
H 4.695129 1.179699 -4.443175 0.200 -0.009 -0.413
H 3.914558 2.665650 -4.990478 -0.337 -0.052 0.141
H 3.905191 -1.283573 -6.786575 0.656 0.305 0.547
H 2.460805 -0.711613 -7.231979 -0.694 0.742 0.095
C 4.964001 5.184486 0.158095 -1.137 1.461 -0.616
C 3.384259 5.066991 0.203904 1.357 -0.411 0.250
C 3.021036 3.946339 -0.784715 0.798 1.339 -0.418
S 4.246086 4.193530 -2.242507 -1.956 0.226 1.373
O 3.588978 4.830574 -3.367876 0.282 -0.031 0.423
O 4.899322 2.932263 -2.463440 0.457 -0.095 0.110
C 5.294890 5.386747 -1.339328 -0.060 -1.297 -0.403
H 5.440847 4.378094 0.715264 0.114 -0.149 -0.533
H 5.241786 6.135125 0.613314 0.100 -0.168 0.407
H 2.922267 6.035492 0.012396 0.053 -0.015 -0.546
H 3.079705 4.850166 1.227788 0.116 -0.296 -0.033
H 1.991977 4.047854 -1.129433 0.211 -0.508 -0.251
H 3.278297 2.987214 -0.335270 -0.243 -0.122 -0.312
H 5.008448 6.371127 -1.709503 -0.093 -0.027 0.205
H 6.289589 5.149115 -1.716439 0.185 0.080 0.430
C 1.670810 0.335252 0.830262 0.642 -1.307 -1.356
C 0.325538 0.080084 1.613038 0.893 1.278 -1.291
C -0.803562 0.307548 0.564430 -0.519 0.392 -0.795
S -0.044723 0.776783 -1.130841 2.328 -2.676 -0.279
O 0.343161 2.193903 -1.243495 -1.272 -0.916 0.174
O -0.663147 0.041717 -2.278188 0.291 1.806 2.016
C 1.523462 -0.124166 -0.657480 -2.190 1.148 0.405
H 2.474340 -0.334800 1.135990 0.105 0.282 0.779
H 2.049743 1.356736 0.797390 -0.282 0.025 0.498
H 0.240720 0.806856 2.420948 -0.011 0.197 -0.116
H 0.403886 -0.869018 2.143297 -0.581 -0.333 -0.638
H -1.516211 1.112809 0.742711 0.257 0.068 0.501
H -1.449702 -0.533853 0.314151 0.273 -0.237 0.047
H 2.301637 0.132828 -1.376149 0.055 0.014 0.282
H 1.222098 -1.168697 -0.736404 0.300 0.003 -0.057
C 1.125045 6.337703 -6.815105 0.705 -0.141 0.041
C 1.306696 5.168811 -5.851588 -0.786 -0.564 0.887
C -0.098903 4.995671 -5.145279 0.547 0.326 -0.973
S -1.282142 5.234115 -6.485287 0.653 -2.033 -1.503
O -2.342660 6.064683 -5.944118 -0.405 -0.601 -0.358
O -1.511288 3.941404 -7.229959 0.035 2.792 2.099
C -0.195955 6.247110 -7.492703 -1.479 0.776 -0.608
H 1.914325 6.364369 -7.566378 0.128 0.035 0.191
H 1.170345 7.257627 -6.232194 0.108 0.057 -0.030
H 2.103288 5.473736 -5.172937 -0.224 -0.502 0.334
H 1.580750 4.219874 -6.312578 0.085 0.149 -0.290
H -0.269051 5.834945 -4.470910 -0.136 -0.174 0.151
H -0.458797 4.049264 -4.741675 0.789 -0.123 0.354
H -0.726532 7.198016 -7.444090 0.100 0.129 -0.380
H -0.163551 5.911876 -8.529367 -0.127 -0.294 0.232
C 5.544297 0.808491 3.894555 -1.048 -0.415 -0.580
C 5.709433 2.246419 3.306765 0.738 0.539 0.495
C 7.177601 2.377953 2.910884 0.071 -1.266 -0.398
S 7.577300 0.708882 2.240833 2.432 -1.574 4.806
O 8.702668 0.168664 3.111476 -2.410 1.312 -2.560
O 7.636150 0.693688 0.817845 0.316 0.062 -1.422
C 6.036420 -0.146156 2.787740 1.481 2.238 -1.284
H 4.511936 0.512522 4.080926 -0.270 0.535 0.033
H 6.025419 0.729532 4.869441 0.465 -0.035 -0.303
H 5.589262 3.049078 4.034366 -0.487 -0.328 0.357
H 5.125358 2.573056 2.446382 -0.582 -0.840 0.014
H 7.789326 2.478306 3.807445 0.197 0.104 -0.278
H 7.377942 3.112241 2.130647 0.115 -0.014 0.195
H 6.244831 -1.216038 2.793653 -0.161 0.197 0.721
H 5.526953 0.120855 1.861865 -0.971 -0.568 0.097
C 1.468296 -6.045555 -4.118511 0.779 0.180 0.102
C 1.816093 -4.493378 -4.040057 0.464 -0.518 -1.119
C 3.038850 -4.219876 -4.951129 0.458 0.643 -0.764
S 3.983433 -5.692046 -5.368554 -1.461 -0.991 -2.314
O 5.067544 -5.925358 -4.421202 -1.030 0.231 -0.532
O 4.272730 -5.709789 -6.837918 -0.299 0.118 3.010
C 2.461062 -6.822111 -5.078082 0.770 0.984 0.369
H 0.427865 -6.132222 -4.431748 0.140 -0.088 -0.449
H 1.436706 -6.410718 -3.091983 0.568 -0.353 -0.085
H 1.864990 -4.097074 -3.025831 0.254 -0.229 -0.126
H 1.032095 -3.986120 -4.602314 -0.292 0.149 0.620
H 3.839694 -3.490240 -4.831203 -0.227 0.247 1.335
H 2.605403 -3.819879 -5.867765 0.189 -0.667 -0.529
H 2.910996 -7.770151 -4.783336 -0.351 0.061 0.612
H 2.050842 -6.998913 -6.072347 0.007 0.370 -0.005
C 6.914951 -2.294672 -2.646333 0.190 -1.216 0.711
C 6.967318 -3.797852 -2.076370 -1.095 1.389 0.090
C 5.619270 -4.027569 -1.314899 0.571 0.874 1.353
S 4.742701 -2.409490 -1.173977 1.314 0.671 -0.453
O 4.373694 -2.058678 0.213056 -0.188 -0.720 -1.493
O 3.778314 -2.336342 -2.273241 0.048 0.404 0.937
C 6.264338 -1.407795 -1.565806 -0.453 -1.347 -0.509
H 6.323199 -2.381831 -3.557568 0.020 0.588 -0.065
H 7.922022 -1.934959 -2.857347 -0.115 -0.077 -0.218
H 7.807218 -3.885932 -1.387243 -0.077 -0.126 -0.041
H 7.040039 -4.538820 -2.872461 0.151 0.227 -0.010
H 5.768343 -4.087003 -0.236772 0.479 -0.705 0.105
H 5.023837 -4.895735 -1.597433 -0.264 0.550 -0.336
H 6.877743 -1.381121 -0.665189 -0.114 -0.156 0.130
H 6.065103 -0.368541 -1.827236 -0.435 -0.199 -0.218
C -0.751758 -0.704968 5.731902 -1.586 0.902 1.642
C -0.685394 -0.973316 7.288021 0.136 0.754 -2.160
C -2.102543 -1.353354 7.670489 -0.021 -1.212 1.317
S -3.307865 -0.332202 6.776046 0.628 1.946 0.574
O -3.832249 0.787639 7.659999 1.179 -2.999 -2.348
O -4.192145 -1.195251 5.995352 0.366 0.785 0.907
C -1.967429 0.286924 5.662011 0.040 0.147 -0.639
H -0.950913 -1.651163 5.228770 -0.039 0.058 -0.185
H 0.207435 -0.295550 5.414993 -0.240 0.266 -0.292
H -0.430046 -0.037061 7.784332 0.257 -0.040 0.055
H 0.157106 -1.663178 7.336862 -0.513 -0.473 1.125
H -2.273598 -1.263468 8.743221 -0.175 0.183 -0.040
H -2.314916 -2.392048 7.417259 -0.133 0.025 -0.242
H -1.713758 1.269334 6.060278 0.189 -0.027 0.196
H -2.429515 0.488735 4.695656 0.011 -0.343 -0.021
```
Forces are in eV/Å.

Values from the calculation:
Molar mass ... 2403.460 g/mol
Orbital gap ... 9.48 eV
Total charge ... 0